Record 1
Molecular formula: C19H36N5O2S
Method: DFT, ωB97M-V/def2-TZVPD

```
! wB97M-V def2-TZVPD RIJCOSX def2/J DEFGRID3
* xyz 1 1
C 4.3062 0.0451 3.8245
C 2.9080 -0.1584 3.2148
C 2.9461 0.0498 1.7238
O 3.9008 0.2804 1.1275
O 1.7238 -0.0095 1.0867
C 1.4727 -1.2701 0.4429
C 0.1481 -1.9319 0.9132
C -0.4086 -1.2861 2.1568
C -1.5763 -1.9734 2.9093
N -2.3069 -0.8023 3.5403
C -1.4518 0.2415 3.3072
N -1.1087 1.1825 4.0840
C -1.6787 1.2910 5.4491
C -1.5962 2.7471 5.9038
C -2.4580 3.6936 5.0785
S -1.6411 4.2338 3.5289
N -0.9768 0.0737 1.9994
H 5.0010 -0.5133 3.2103
H 4.5755 1.0932 3.8558
H 4.3495 -0.3724 4.8232
H 2.6195 -1.1902 3.4166
H 2.2424 0.5512 3.7020
H 1.4332 -1.0826 -0.6222
H 2.3085 -1.9282 0.6700
H 0.3337 -2.9902 1.0561
H -0.5608 -1.8337 0.0886
H 0.4095 -1.3543 2.8734
H -1.2687 -2.5687 3.7704
H -2.2377 -2.6590 2.3848
H -2.3958 -1.0138 4.5298
H -0.4355 1.8503 3.7147
H -1.1288 0.6424 6.1270
H -2.7026 0.9427 5.3743
H -1.9780 2.7709 6.9208
H -0.5534 3.0490 5.9199
H -3.4486 3.2927 4.8896
H -2.6132 4.5961 5.6570
H -2.4900 3.8618 2.5468
H -1.7605 -0.1273 1.3824
C 2.9026 1.4236 -3.0125
C 3.5996 0.1906 -3.5759
C 2.9162 -0.3543 -4.8335
C 1.5345 -0.7482 -4.5264
N 0.4666 -1.0521 -4.2892
H 1.8801 1.1984 -2.7029
H 3.4343 1.7919 -2.1349
H 2.8676 2.2278 -3.7499
H 3.6278 -0.5881 -2.8102
H 4.6344 0.4411 -3.8140
H 3.4511 -1.2256 -5.2110
H 2.9017 0.3991 -5.6217
C -1.8891 -2.0184 -6.3217
C -2.8648 -0.8982 -5.9857
C -4.1351 -0.9335 -6.8426
C -3.8027 -0.7859 -8.2657
N -3.5343 -0.6718 -9.3621
H -1.5325 -1.9429 -7.3507
H -1.0196 -1.9679 -5.6704
H -2.3566 -2.9978 -6.1924
H -2.3636 0.0634 -6.1144
H -3.1472 -0.9733 -4.9332
H -4.8081 -0.1244 -6.5580
H -4.6645 -1.8769 -6.7029
*
```

## Properties
Kohn-Sham gap = 9.5 eV
Largest force on an atom = 4.4 eV/Å

=====

Record 2
Molecular formula: C19H37AlBeBr3Cl2FIMgNO7S
Method: DFT, ωB97M-V/def2-TZVPD

```
! wB97M-V def2-TZVPD RIJCOSX def2/J DEFGRID3
* xyz 0 1
C -5.5981 0.6326 3.8877
O -5.1458 -0.6836 4.3081
C -4.9504 -1.6323 3.1590
C -3.8750 -2.6491 3.5840
C -2.4512 -2.3696 3.0284
C -2.1704 -0.8799 2.6922
C -0.6354 -0.6555 2.7568
C -0.1365 -0.3013 4.1680
C 1.4050 -0.3860 4.3302
C 1.9463 -1.8443 4.1594
C 2.9597 -2.0616 3.0086
C 2.6104 -1.3860 1.6800
C 3.9221 -1.2503 0.8571
C 3.6273 -0.9658 -0.6229
S 3.0171 0.7608 -0.7042
C 4.5468 1.7626 -0.9434
C 4.8390 2.4487 0.4388
O 4.1455 2.2609 1.3843
I 6.5438 3.7381 0.6550
C 1.8339 0.8707 -2.1667
C 1.1583 2.2764 -2.0947
F 0.8900 -0.0863 -1.9505
H -6.6244 0.7993 4.2460
H -5.5495 0.7752 2.8056
H -4.9103 1.3624 4.3354
H -5.8949 -2.1797 3.0179
H -4.7383 -1.1309 2.1769
H -3.7968 -2.6577 4.6906
H -4.1608 -3.6571 3.2582
H -1.7438 -2.6410 3.8333
H -2.1787 -2.9858 2.1661
H -2.4443 -0.7641 1.6323
H -2.7270 -0.1825 3.3363
H -0.3146 0.1472 2.0760
H -0.1844 -1.6170 2.4806
H -0.4164 0.7291 4.4610
H -0.6104 -0.9468 4.9297
H 1.5908 -0.1208 5.3857
H 1.9304 0.3646 3.7279
H 2.4769 -2.0933 5.0940
H 1.1250 -2.5684 4.0869
H 3.9975 -1.8226 3.3006
H 2.9681 -3.1442 2.7928
H 1.9061 -1.9947 1.0190
H 2.2178 -0.3609 1.7769
H 4.5109 -0.3933 1.2432
H 4.5530 -2.1392 0.9951
H 2.9063 -1.6669 -1.0570
H 4.5292 -1.0277 -1.2499
H 5.3885 1.0930 -1.1309
H 4.4728 2.5437 -1.6956
H 2.3656 0.6601 -3.1652
H 1.6846 2.8532 -1.3210
H 0.1089 2.1084 -1.7613
H 1.2273 2.7443 -3.0842
O -1.7360 0.2293 -6.7098
C -1.2116 1.3443 -6.6903
C -0.9985 1.8322 -4.9705
O -0.4838 2.9654 -4.9429
H -1.7590 2.1812 -7.1507
H -0.1975 1.4424 -7.1286
H -0.4368 0.9978 -4.5107
H -1.9988 1.7180 -4.5196
Al -5.9152 -1.2849 5.8975
Br 0.6752 -3.6234 0.9750
Cl 2.9058 -1.1795 -3.6382
Mg 0.0442 2.5891 0.2597
N -3.6499 2.7443 -9.5065
O -2.7928 2.4959 -10.5127
O -4.7995 2.8796 -9.8168
O -3.2359 2.8074 -8.3737
Br -4.9944 -1.8489 0.2058
Be 4.7857 -0.6618 -4.8523
Br 4.7547 1.2344 -3.5736
Cl -1.1032 3.4522 -10.4589
*
```

## Properties
Kohn-Sham gap = 1.9 eV
Largest force on an atom = 6.3 eV/Å
ΔE to the lowest compared entry with this formula, charge and spin = 98.88 kcal per mole

=====

Record 3
Molecular formula: C19H37BO12P
Method: DFT, ωB97M-V/def2-TZVPD

```
! wB97M-V def2-TZVPD RIJCOSX def2/J DEFGRID3
* xyz -1 1
C -5.2794 -2.3809 -2.2267
C -3.8010 -2.7465 -2.2297
O -3.2591 -2.4219 -0.9768
C -1.8637 -2.1307 -0.9775
C -1.6035 -0.8930 -0.1412
O -0.3417 -0.4267 -0.5609
C 0.1984 0.7454 0.0720
C 0.6156 0.3472 1.4807
O 1.6336 1.1839 1.9939
C 2.2449 0.6587 3.1010
O 1.4446 0.8475 4.2625
C 2.2295 0.9626 5.4257
C 1.3225 0.9030 6.6525
O 1.1395 2.1748 7.2624
O 1.2813 1.0755 -0.6985
B 0.7629 1.9109 -1.8485
C 0.9080 1.2284 -3.3441
C -0.3497 1.5282 -4.1716
C -0.1901 1.3869 -5.6687
O -0.9179 1.9526 -6.4861
O 0.8295 0.5717 -6.0995
O -0.6754 2.1407 -1.4670
C -0.6773 2.0080 -0.0980
O -2.0332 1.9274 0.3621
P 0.1023 3.5915 0.6020
C -0.9142 4.8264 -0.2852
C -0.4698 3.7010 2.3502
H -5.7188 -2.6986 -1.2861
H -5.7840 -2.8717 -3.0542
H -5.3704 -1.3042 -2.3211
H -3.3140 -2.1655 -3.0151
H -3.6840 -3.8094 -2.4658
H -1.3461 -2.9850 -0.5465
H -1.4687 -1.9604 -1.9786
H -2.4130 -0.1910 -0.3232
H -1.6226 -1.1868 0.9137
H -0.2443 0.3299 2.1601
H 0.9757 -0.6812 1.4248
H 3.2004 1.1774 3.2129
H 2.4445 -0.4137 2.9873
H 2.9776 0.1659 5.4692
H 2.7306 1.9350 5.4100
H 1.7279 0.2021 7.3818
H 0.3461 0.5725 6.3202
H 1.9706 2.4488 7.6437
H 1.4231 2.9557 -1.8990
H 1.7443 1.7008 -3.8558
H 1.1091 0.1575 -3.2869
H -1.1726 0.8947 -3.8539
H -0.6100 2.5738 -4.0361
H 1.2100 0.9917 -6.8738
H -1.9974 1.5365 1.2368
H -0.6023 4.8264 -1.3230
H -1.9718 4.5522 -0.2750
H -0.7854 5.8042 0.1668
H 0.1221 3.0254 2.9575
H -0.2362 4.7140 2.6753
H -1.5428 3.5574 2.4980
O 2.2252 -2.8706 1.6432
C 2.0848 -3.4268 0.5961
O 0.8697 -3.7653 0.1054
C 1.0112 -4.5176 -1.1091
C 2.3894 -4.1501 -1.6455
C 3.1685 -3.8933 -0.3572
H 0.9225 -5.5805 -0.8693
H 0.2078 -4.2396 -1.7869
H 2.8187 -4.9202 -2.2841
H 2.3244 -3.2279 -2.2233
H 3.6115 -4.8057 0.0459
H 3.9321 -3.1290 -0.4646
*
```

## Properties
Kohn-Sham gap = 6.5 eV
Largest force on an atom = 1.9 eV/Å
ΔE to the lowest compared entry with this formula, charge and spin = 0.00 kcal per mole

=====

Record 4
Molecular formula: C19H37EuN11O4S2Si2
Method: DFT, ωB97M-V/def2-TZVPD

```
! wB97M-V def2-TZVPD RIJCOSX def2/J DEFGRID3
* xyz 1 7
Eu -0.0552 -0.3669 -0.1603
N 3.1196 4.2502 5.5139
C 2.3996 3.8491 4.4285
C 3.0427 3.4879 3.2357
C 2.3169 3.0105 2.1646
C 0.9410 2.9084 2.2625
C 0.2763 3.3144 3.4087
C 1.0024 3.7569 4.4922
S -0.0290 2.3881 0.8814
O 0.8631 1.7855 -0.1597
O -0.7663 3.5040 0.3800
N -0.9936 1.1477 1.1964
C -1.2043 0.4267 2.2862
N -1.3241 -0.9180 2.0448
C -1.7406 -1.6652 3.0592
C -2.0203 -1.1505 4.3132
C -1.7641 0.2069 4.4774
N -1.3520 0.9768 3.4963
H 4.0789 4.5193 5.3783
H 2.6350 4.6847 6.2816
H 4.1158 3.5809 3.1684
H 2.8055 2.7273 1.2447
H -0.7988 3.2685 3.4454
H 0.4923 4.0414 5.3989
H -1.8505 -2.7227 2.8439
H -2.3956 -1.7644 5.1138
H -1.9118 0.7060 5.4267
N -0.2009 -3.5840 -0.2140
N 0.7213 -4.1719 0.6584
C 1.4990 -3.4038 1.4435
N 2.3946 -3.9739 2.2404
N 1.2537 -2.0994 1.3527
N 1.9733 -1.1851 1.9717
O 2.8734 -1.4705 2.7346
O 1.6416 -0.0287 1.7126
H -1.1612 -3.7983 0.0507
H -0.0323 -3.8634 -1.1801
H 0.8624 -5.1776 0.6526
H 2.5467 -4.9679 2.2284
H 3.0177 -3.3633 2.7667
C -4.4491 -0.1157 -3.0823
Si -3.0224 0.1385 -1.8337
C -3.8170 -0.0341 -0.0919
C -2.3220 1.9054 -2.0533
C -1.5972 -1.1314 -1.9861
Si -0.7756 -1.2290 -3.6866
C 0.2951 0.3581 -3.8702
C 0.3842 -2.7705 -3.7324
C -1.8193 -1.3707 -5.2849
H -5.3149 0.4805 -2.8132
H -4.7575 -1.1548 -3.1033
H -4.1544 0.1601 -4.0874
H -4.8397 0.3298 -0.0910
H -3.2649 0.5524 0.6372
H -3.8411 -1.0664 0.2523
H -3.0145 2.6462 -1.6670
H -2.1357 2.1539 -3.0932
H -1.3898 2.0349 -1.4994
H -2.0350 -2.1137 -1.7759
H 0.5123 0.7890 -2.8842
H -0.2259 1.1141 -4.4457
H 1.2328 0.1636 -4.3810
H 1.0890 -2.7750 -2.9045
H 0.9598 -2.7925 -4.6522
H -0.1887 -3.6921 -3.7029
H -2.2583 -0.4194 -5.5665
H -2.6353 -2.0734 -5.1585
H -1.2201 -1.7158 -6.1234
N 3.0627 1.3251 -1.8522
C 3.2634 0.0478 -2.1760
N 4.0186 -0.2574 -3.2356
S 2.6420 -1.2088 -1.2418
H 3.3241 2.0677 -2.4816
H 2.4039 1.5638 -1.1127
H 4.4385 0.4521 -3.8147
H 4.1799 -1.2284 -3.4452
*
```

## Properties
Kohn-Sham gap (spin up / spin down) = 6.8 / 7.1 eV
<S²> = 12.04
Largest force on an atom = 3.4 eV/Å
ΔE to the lowest compared entry with this formula, charge and spin = 14.04 kcal per mole

=====

Record 5
Molecular formula: C19H37FN2O10S2
Method: DFT, ωB97M-V/def2-TZVPD

```
! wB97M-V def2-TZVPD RIJCOSX def2/J DEFGRID3
* xyz 0 1
C 2.2463 1.6977 3.9936
C 0.9724 2.1377 3.9346
C 0.1355 2.1429 2.6594
C -0.5994 0.7742 2.3941
C 0.4161 -0.0283 1.5289
C 0.1933 -1.5698 1.4805
C 0.5399 -2.1328 0.0738
N -0.2827 -3.2240 -0.4065
O 1.3993 -1.6923 -0.6010
O -0.5066 0.0991 3.6846
S -1.8311 -0.7888 3.9869
O -2.3794 -0.2182 5.1774
O -1.6117 -2.1712 4.2299
O -2.5838 -0.4431 2.5929
C -2.1282 0.7908 2.0060
C -2.8843 1.8753 2.8075
C -4.4310 1.8713 2.6599
C -5.1993 0.8722 3.5849
C -5.8079 -0.2672 2.6776
C -5.9897 -1.6261 3.4155
N -4.8951 -2.5987 3.2124
S -2.1831 0.9034 0.1864
O -3.4203 1.3993 -0.2886
O -1.8729 -0.3417 -0.4162
F -1.0977 2.0215 -0.1192
H 2.5176 0.9094 4.7093
H 3.0362 2.0814 3.3360
H 0.5095 2.5221 4.8531
H 0.8528 2.2903 1.8312
H -0.5155 3.0290 2.6522
H 0.5206 0.3242 0.4929
H 1.3982 0.1340 1.9997
H 0.9311 -2.0369 2.1560
H -0.8251 -1.9055 1.6971
H -1.2220 -2.8645 -0.5938
H -0.4309 -3.8923 0.3530
H -2.5457 2.8497 2.4061
H -2.6362 1.8875 3.8774
H -4.7934 1.7256 1.6352
H -4.7622 2.8839 2.9539
H -4.5748 0.3747 4.3393
H -6.0661 1.3263 4.0873
H -6.7243 0.0658 2.1644
H -5.0701 -0.4354 1.8681
H -6.1629 -1.4691 4.4906
H -6.9002 -2.0947 2.9973
H -4.2820 -2.5277 4.0242
H -4.3059 -2.3198 2.4314
C 3.4405 1.8861 -7.4047
O 3.8375 0.7642 -6.6490
C 5.2460 0.5909 -6.6505
C 5.6711 -0.3197 -5.5158
O 5.7470 0.3435 -4.2596
C 4.5031 0.6251 -3.6245
C 3.8488 -0.5998 -3.0164
O 3.1501 -1.3315 -4.0111
C 2.8435 -2.6437 -3.5826
H 3.7614 1.7871 -8.4479
H 2.3537 1.9457 -7.3739
H 3.8522 2.8059 -6.9735
H 5.7460 1.5618 -6.5470
H 5.5294 0.1365 -7.6096
H 6.6898 -0.6570 -5.7228
H 5.0415 -1.2092 -5.4559
H 3.8253 1.1507 -4.2993
H 4.7487 1.3121 -2.8108
H 3.1225 -0.2860 -2.2559
H 4.6146 -1.2308 -2.5496
H 3.7640 -3.2090 -3.3920
H 2.2937 -3.1404 -4.3812
H 2.2224 -2.6235 -2.6840
*
```

## Properties
SMILES string = C=CC[C@@]1(CCC(N)=O)OS(=O)(=O)O[C@]1(CCCCCN)S(=O)(=O)F.COCCOCCOC
Kohn-Sham gap = 8.7 eV
Largest force on an atom = 3.7 eV/Å

=====

Record 6
Molecular formula: C19H37LaNO3SSi
Method: DFT, ωB97M-V/def2-TZVPD

```
! wB97M-V def2-TZVPD RIJCOSX def2/J DEFGRID3
* xyz -1 1
C -2.2517 4.2103 -1.4136
C -3.1364 3.7179 -0.4059
C -3.3884 2.3660 -0.6941
C -2.7030 1.9848 -1.8262
C -1.9814 3.1247 -2.3107
La -0.1892 2.9936 -0.0734
N 0.7405 4.4972 -2.5806
C 0.4505 3.3243 2.2463
C -0.8120 3.7314 2.5576
H -4.1407 1.7171 -0.1296
H -3.5833 4.3365 0.3940
H -2.7637 0.9866 -2.3656
H -1.3553 3.1486 -3.1944
H -1.8412 5.1947 -1.4485
H -1.3726 4.6717 2.1830
H 0.8246 2.3293 1.5804
H 1.1507 4.9095 -1.6477
H -1.6057 3.1885 3.1123
H 1.2744 3.8951 1.8980
C -3.1042 -2.0591 -0.4455
C -2.1991 -1.4442 0.6278
C -2.9927 -0.4261 1.4351
C -1.6745 -2.5154 1.5719
O -1.1283 -0.7874 -0.0787
Si 0.4354 -0.5718 0.4718
S 0.5506 0.3734 2.2113
O 1.1884 -2.1073 0.3829
C 1.9090 -3.0645 1.2445
C 1.6531 -2.7844 2.7257
C 1.4594 -4.4713 0.8168
C 3.4009 -2.9485 0.9472
O 0.9213 0.5439 -0.7726
C 1.9856 0.4274 -1.8850
C 2.4478 1.8735 -2.1559
C 3.1116 -0.4707 -1.3733
C 1.3429 -0.2554 -3.1056
H -3.9660 -2.5585 0.0220
H -2.5514 -2.7998 -1.0415
H -3.4811 -1.2772 -1.1182
H -3.8609 -0.9266 1.8941
H -2.3667 0.0302 2.2151
H -3.3691 0.3699 0.7877
H -0.9701 -3.1869 1.0628
H -1.1916 -2.0586 2.4497
H -2.5129 -3.1272 1.9464
H 0.6051 -2.9544 2.9841
H 2.2602 -3.4551 3.3472
H 1.9121 -1.7539 2.9952
H 1.6446 -4.6097 -0.2562
H 2.0277 -5.2379 1.3594
H 0.3992 -4.6726 1.0092
H 3.6069 -3.2733 -0.0776
H 3.7689 -1.9272 1.0856
H 3.9604 -3.6031 1.6228
H 2.8171 2.3803 -1.2526
H 3.2459 1.9008 -2.9110
H 1.6379 2.5154 -2.5596
H 2.7979 -1.5243 -1.4099
H 3.9969 -0.3804 -2.0247
H 3.4342 -0.2187 -0.3552
H 0.9982 -1.2774 -2.8750
H 0.4728 0.3152 -3.4588
H 2.0606 -0.3290 -3.9406
*
```

## Properties
Kohn-Sham gap (spin up / spin down) = 7.0 / 5.5 eV
Largest force on an atom = 4.6 eV/Å
ΔE to the lowest compared entry with this formula, charge and spin = 151.08 kcal per mole